{"formula": "C19H28AlF16O5", "method": "ωB97M-V/def2-TZVPD", "symbols": ["C", "C", "C", "C", "C", "C", "O", "Al", "C", "C", "O", "C", "O", "H", "H", "H", "H", "H", "H", "H", "H", "H", "H", "H", "H", "H", "H", "H", "H", "H", "H", "H", "H", "C", "C", "C", "F", "F", "F", "F", "O", "C", "C", "F", "F", "F", "F", "H", "H", "H", "H", "C", "C", "C", "F", "F", "F", "F", "O", "C", "C", "F", "F", "F", "F", "H", "H", "H", "H"], "positions_angstrom": [[0.894, -3.642, -2.119], [0.892, -2.111, -1.990], [0.597, -1.727, -0.533], [-0.091, -1.491, -2.999], [0.057, 0.031, -3.059], [-1.559, -1.914, -2.785], [-1.907, -2.984, -3.607], [-3.667, -3.248, -3.859], [-4.512, -3.805, -2.088], [-4.983, -2.671, -1.196], [-5.964, -1.884, -1.942], [-6.066, -0.599, -1.638], [-6.068, -0.126, -0.531], [0.877, -3.938, -3.171], [1.761, -4.084, -1.620], [-0.020, -4.053, -1.678], [1.911, -1.772, -2.222], [0.359, -0.670, -0.404], [1.461, -1.978, 0.093], [-0.240, -2.316, -0.148], [0.166, -1.896, -3.986], [-0.630, 0.432, -3.812], [1.068, 0.335, -3.349], [-0.202, 0.499, -2.104], [-2.200, -1.032, -2.977], [-1.717, -2.169, -1.720], [-3.873, -4.426, -4.963], [-4.292, -1.841, -4.396], [-3.820, -4.421, -1.498], [-5.392, -4.426, -2.312], [-4.156, -2.012, -0.911], [-5.478, -3.003, -0.275], [-6.141, 0.022, -2.545], [1.445, 0.704, 5.369], [2.430, -0.354, 5.881], [3.429, -0.949, 4.882], [2.795, -1.629, 3.911], [4.236, -1.811, 5.545], [1.778, -1.340, 6.524], [3.214, 0.299, 6.800], [0.140, 0.268, 5.066], [-0.202, -0.152, 3.809], [-0.723, -1.597, 3.810], [0.218, -2.432, 4.301], [-0.992, -1.945, 2.540], [0.802, 0.009, 2.935], [-1.231, 0.622, 3.391], [1.314, 1.378, 6.214], [1.883, 1.284, 4.556], [4.044, -0.162, 4.439], [-1.626, -1.672, 4.419], [2.266, 5.315, 0.365], [3.066, 4.060, 0.737], [4.262, 3.685, -0.145], [3.867, 3.392, -1.397], [4.860, 2.593, 0.381], [2.250, 3.003, 0.886], [3.622, 4.337, 1.963], [1.059, 5.119, -0.334], [0.995, 5.114, -1.698], [0.460, 3.778, -2.232], [1.266, 2.775, -1.846], [0.445, 3.831, -3.580], [2.171, 5.442, -2.264], [0.100, 6.065, -2.063], [1.955, 5.726, 1.325], [2.904, 6.058, -0.114], [4.986, 4.503, -0.172], [-0.551, 3.604, -1.859]], "forces_ev_per_angstrom": [[-0.198, 0.135, -0.063], [-0.121, -0.364, 0.139], [0.150, -0.267, -0.005], [0.154, 0.149, -0.048], [-0.239, -0.049, -0.204], [0.082, -0.017, 0.051], [-0.155, 0.061, 0.096], [0.119, -0.171, -0.144], [-0.320, 0.305, -0.112], [-0.123, -0.387, 0.378], [0.444, 0.242, -0.348], [-0.101, -0.050, -0.006], [0.247, 0.065, 0.127], [0.147, -0.027, 0.086], [-0.069, -0.015, 0.004], [0.088, -0.017, -0.028], [-0.138, 0.178, -0.144], [0.105, -0.033, 0.026], [-0.067, 0.131, 0.017], [-0.009, 0.138, -0.033], [-0.018, 0.078, 0.065], [0.056, -0.003, 0.059], [-0.007, -0.027, 0.178], [0.093, 0.007, -0.057], [0.014, -0.060, -0.024], [0.011, 0.051, -0.039], [0.049, -0.050, 0.062], [0.004, 0.100, 0.059], [-0.007, 0.003, -0.075], [0.141, -0.087, 0.070], [-0.124, 0.061, -0.025], [0.050, 0.064, -0.040], [-0.282, -0.140, -0.009], [-0.014, 0.514, 0.068], [-0.061, -0.087, 0.022], [0.032, 0.033, 0.023], [-0.033, -0.006, -0.007], [0.009, -0.010, -0.008], [0.006, 0.007, -0.004], [0.024, 0.002, -0.005], [0.088, -0.502, 0.155], [-0.131, 0.231, -0.065], [0.003, 0.076, -0.017], [0.018, 0.015, -0.003], [-0.037, -0.096, -0.025], [0.056, -0.076, -0.046], [0.031, 0.026, -0.044], [-0.007, 0.002, -0.014], [0.051, -0.128, -0.047], [-0.018, 0.003, -0.026], [-0.013, 0.005, -0.004], [-0.025, 0.442, 0.206], [-0.088, -0.091, -0.039], [0.025, 0.017, 0.039], [-0.025, 0.020, -0.017], [0.008, -0.012, -0.009], [0.014, 0.004, 0.014], [0.026, 0.000, 0.016], [0.022, -0.483, 0.022], [-0.149, 0.231, -0.009], [-0.095, -0.025, -0.026], [0.092, 0.042, 0.026], [0.017, 0.008, -0.016], [0.088, -0.070, -0.023], [0.058, 0.027, -0.038], [0.002, 0.013, -0.014], [0.057, -0.120, -0.080], [-0.007, 0.009, -0.018], [-0.004, -0.025, 0.000]], "homo_lumo_gap_ha": 0.2378, "fmax_ev_per_a": 0.61, "spin_multiplicity": 1, "molar_mass_g_mol": 667.4, "charge": -1}

---

{"formula": "C19H28B2BeF8N2O3", "method": "ωB97M-V/def2-TZVPD", "symbols": ["Be", "B", "F", "F", "F", "F", "B", "F", "F", "F", "F", "N", "C", "C", "C", "C", "C", "H", "H", "H", "H", "H", "N", "C", "C", "C", "C", "C", "H", "H", "H", "H", "H", "C", "C", "O", "C", "H", "H", "H", "H", "H", "H", "C", "C", "O", "C", "H", "H", "H", "H", "H", "H", "C", "C", "O", "C", "H", "H", "H", "H", "H", "H"], "positions_angstrom": [[-0.574, -0.072, -0.069], [2.281, 2.257, -2.015], [3.321, 3.057, -2.404], [1.554, 3.020, -1.070], [1.454, 1.942, -3.084], [2.697, 1.191, -1.337], [-3.835, -1.984, 1.130], [-5.103, -2.408, 1.352], [-2.999, -2.213, 2.257], [-3.234, -2.540, 0.084], [-3.793, -0.601, 0.842], [-3.275, 1.731, -2.979], [-4.081, 1.030, -3.923], [-5.106, 1.570, -4.686], [-5.266, 2.935, -4.636], [-4.512, 3.674, -3.721], [-3.491, 3.048, -2.998], [-3.962, -0.043, -3.901], [-5.693, 0.922, -5.320], [-5.974, 3.467, -5.254], [-4.798, 4.709, -3.604], [-2.819, 3.660, -2.416], [1.835, 0.324, 3.600], [1.193, 0.237, 4.799], [1.827, -0.052, 6.018], [3.184, 0.212, 6.114], [3.898, 0.528, 4.932], [3.165, 0.577, 3.722], [0.169, -0.101, 4.726], [1.251, -0.281, 6.902], [3.722, 0.134, 7.048], [4.966, 0.683, 4.884], [3.673, 0.930, 2.837], [2.694, -6.150, 0.426], [2.374, -5.029, 1.461], [1.941, -3.977, 1.033], [2.982, -5.220, 2.819], [3.534, -5.718, -0.119], [1.873, -6.261, -0.283], [3.108, -7.063, 0.853], [3.845, -4.585, 3.025], [3.421, -6.217, 2.832], [2.318, -5.090, 3.673], [-0.042, 5.473, 3.256], [-1.180, 5.013, 2.396], [-1.352, 3.803, 2.095], [-2.252, 6.034, 2.016], [0.790, 4.953, 2.782], [-0.110, 4.986, 4.229], [0.116, 6.526, 3.487], [-1.770, 7.011, 1.979], [-3.118, 6.046, 2.678], [-2.801, 5.842, 1.094], [2.365, -3.432, -4.425], [0.919, -2.878, -4.400], [0.456, -2.412, -3.377], [0.187, -3.069, -5.707], [2.277, -4.426, -4.864], [2.789, -3.494, -3.422], [3.027, -2.892, -5.101], [0.636, -3.836, -6.338], [0.162, -2.137, -6.273], [-0.866, -3.346, -5.656]], "forces_ev_per_angstrom": [[-0.464, 0.160, -0.036], [-0.720, 2.287, -0.522], [1.028, 0.377, -0.664], [-1.357, 0.471, 0.731], [-0.421, -0.477, -0.356], [0.843, -3.196, 1.190], [0.462, 0.532, 1.988], [-0.866, -0.170, 0.094], [-0.015, 0.200, 0.327], [1.358, -1.810, -2.788], [0.239, 1.747, 0.024], [-2.078, -0.424, -3.207], [0.892, 0.345, 2.590], [1.236, -0.275, 0.098], [0.083, 0.966, 0.886], [-0.525, -0.649, -0.894], [-0.028, -0.129, 0.398], [0.239, -0.067, -0.020], [0.031, 0.019, -0.066], [-0.247, -0.134, 0.005], [0.640, 0.197, 0.106], [0.004, -0.006, 0.366], [0.875, 1.454, 2.161], [0.302, -3.071, -1.076], [0.301, 1.853, -0.285], [0.992, -0.204, -1.245], [-1.813, -0.379, -0.135], [-0.254, 0.115, 0.428], [-0.456, 0.607, -0.080], [-0.151, -0.081, -0.090], [-0.048, -0.101, 0.125], [-0.029, 0.175, 0.224], [0.060, -0.416, -0.336], [0.049, 0.859, 0.589], [1.096, 0.433, -1.656], [-0.346, -0.593, 0.759], [0.413, -0.699, 0.663], [0.032, 0.130, -0.243], [0.074, -0.275, 0.186], [-0.630, -0.131, -0.001], [-0.178, 0.536, -0.448], [-0.303, -0.130, 0.361], [-0.257, -0.034, -0.239], [0.499, -1.103, 0.149], [-2.567, -2.508, -0.414], [0.978, 3.214, 0.721], [0.178, 0.145, -0.421], [0.585, 0.535, 0.124], [-0.301, -0.224, 0.041], [-0.173, -0.037, -0.741], [-0.378, 0.135, 0.010], [0.478, -0.005, 0.848], [0.725, -0.314, -0.417], [-0.749, -0.053, -0.009], [1.013, -0.415, 0.783], [-0.175, -0.121, -0.999], [-0.719, 0.052, -0.581], [0.124, -0.194, 0.153], [-0.087, 0.164, -0.132], [-0.145, 0.305, 0.068], [0.334, 0.175, 0.135], [0.340, 0.182, 0.048], [-0.023, 0.056, 0.725]], "homo_lumo_gap_ha": 0.0974, "fmax_ev_per_a": 3.84, "spin_multiplicity": 1, "molar_mass_g_mol": 515.1, "e_above_lowest_ev": 12.118}

---

{"formula": "C19H28BF10N2O10", "method": "ωB97M-V/def2-TZVPD", "symbols": ["C", "B", "O", "C", "C", "N", "C", "O", "N", "C", "O", "F", "C", "C", "O", "H", "H", "H", "H", "H", "H", "H", "H", "H", "H", "H", "H", "H", "C", "C", "O", "C", "O", "C", "F", "F", "F", "H", "H", "H", "H", "H", "C", "C", "O", "C", "O", "C", "F", "F", "F", "H", "H", "H", "H", "H", "C", "C", "O", "C", "O", "C", "F", "F", "F", "H", "H", "H", "H", "H"], "positions_angstrom": [[2.185, 0.446, 2.667], [1.703, 1.365, 1.484], [1.642, 0.914, 0.206], [1.284, 2.899, 1.702], [0.179, 3.091, 2.773], [-1.218, 3.289, 2.225], [-2.040, 2.044, 2.073], [-3.211, 2.162, 2.045], [-1.288, 0.845, 1.944], [-1.943, -0.072, 1.061], [-2.619, -0.980, 1.406], [-1.725, 0.242, -0.203], [-1.225, 4.062, 0.922], [-0.238, 3.414, -0.023], [1.048, 3.602, 0.486], [2.767, 1.002, 3.402], [1.331, -0.026, 3.153], [2.843, -0.322, 2.261], [2.133, 0.088, 0.106], [2.166, 3.389, 2.119], [0.393, 3.940, 3.417], [0.146, 2.210, 3.409], [-1.743, 3.847, 2.902], [-1.277, 0.358, 2.843], [-2.239, 4.093, 0.532], [-0.857, 5.062, 1.142], [-0.460, 2.356, -0.190], [-0.321, 3.904, -0.992], [-4.249, 0.542, -2.101], [-5.585, 0.590, -1.390], [-6.371, 1.714, -1.824], [-7.013, 1.559, -2.979], [-7.008, 0.594, -3.676], [-7.823, 2.835, -3.290], [-7.076, 3.929, -3.097], [-8.882, 2.899, -2.477], [-8.241, 2.819, -4.545], [-3.715, 1.486, -1.976], [-3.646, -0.267, -1.699], [-4.377, 0.371, -3.169], [-5.454, 0.744, -0.320], [-6.148, -0.331, -1.531], [8.538, 0.043, 0.556], [7.629, -0.407, -0.565], [6.820, -1.539, -0.163], [5.753, -1.281, 0.555], [5.346, -0.210, 0.910], [5.010, -2.596, 0.872], [5.841, -3.538, 1.301], [4.389, -3.028, -0.229], [4.084, -2.377, 1.810], [9.157, -0.785, 0.900], [9.190, 0.841, 0.202], [7.967, 0.417, 1.404], [8.203, -0.769, -1.413], [6.977, 0.394, -0.909], [-2.260, -4.253, -0.108], [-1.019, -3.410, -0.306], [0.099, -4.212, -0.719], [0.124, -4.532, -2.008], [-0.660, -4.198, -2.843], [1.369, -5.391, -2.307], [1.514, -6.356, -1.397], [2.458, -4.612, -2.276], [1.271, -5.940, -3.507], [-2.061, -5.059, 0.598], [-3.071, -3.639, 0.281], [-2.583, -4.699, -1.048], [-0.719, -2.958, 0.639], [-1.191, -2.613, -1.031]], "forces_ev_per_angstrom": [[0.191, 0.530, -0.475], [-0.104, -0.168, -0.113], [0.299, 0.051, 0.114], [-0.221, -0.400, -0.238], [0.435, 0.032, 0.041], [0.099, -0.079, 0.358], [0.197, -0.080, -0.092], [-0.201, 0.103, -0.214], [-0.232, -0.069, -0.109], [-0.920, -0.618, 0.275], [0.687, 0.284, -0.273], [0.157, 0.221, 0.184], [0.235, 0.037, -0.499], [-0.251, -0.150, -0.128], [0.121, 0.327, 0.178], [-0.105, -0.048, 0.212], [0.045, -0.141, 0.170], [-0.049, -0.201, 0.164], [-0.222, -0.032, -0.138], [0.084, -0.049, 0.102], [-0.224, 0.221, -0.123], [0.006, 0.010, 0.146], [-0.037, 0.005, -0.004], [0.226, 0.172, 0.097], [-0.098, -0.027, 0.185], [-0.168, 0.070, 0.162], [0.021, -0.083, 0.032], [0.181, 0.102, 0.035], [-0.118, 0.152, -0.176], [0.194, -0.217, 0.188], [-0.024, 0.058, 0.014], [0.039, 0.004, 0.108], [-0.002, -0.064, -0.079], [0.063, -0.079, -0.014], [-0.026, 0.059, -0.025], [-0.047, 0.052, 0.011], [-0.045, 0.045, -0.023], [0.024, -0.029, 0.059], [0.019, -0.074, 0.017], [-0.037, -0.043, 0.007], [-0.049, 0.075, -0.006], [-0.052, 0.037, -0.117], [-0.100, -0.127, 0.151], [0.264, 0.276, -0.146], [-0.024, -0.066, 0.021], [0.133, 0.019, -0.047], [-0.167, 0.081, 0.006], [0.075, 0.096, 0.014], [-0.050, -0.058, 0.026], [-0.077, -0.094, -0.073], [-0.053, -0.060, 0.043], [0.045, 0.012, -0.050], [0.010, 0.006, -0.029], [-0.021, 0.046, -0.032], [-0.044, -0.113, 0.008], [-0.092, -0.029, 0.080], [0.054, -0.149, -0.089], [-0.427, 0.168, 0.233], [0.100, 0.050, -0.025], [-0.005, 0.016, 0.093], [-0.039, 0.027, -0.086], [-0.131, -0.004, -0.006], [0.051, -0.040, -0.018], [0.122, 0.033, 0.013], [0.046, -0.036, -0.022], [-0.010, 0.040, 0.053], [0.011, 0.024, 0.015], [-0.015, 0.055, -0.026], [0.179, -0.089, -0.005], [0.071, -0.081, -0.114]], "homo_lumo_gap_ha": 0.3198, "fmax_ev_per_a": 1.14, "spin_multiplicity": 1, "molar_mass_g_mol": 645.2, "charge": 1}

---

{"formula": "C19H28BHfN7Si", "method": "ωB97M-V/def2-TZVPD", "symbols": ["H", "N", "B", "N", "C", "Hf", "H", "C", "H", "C", "H", "C", "H", "H", "H", "N", "N", "N", "N", "C", "C", "H", "H", "C", "C", "C", "C", "H", "H", "H", "H", "H", "C", "Si", "C", "C", "N", "C", "C", "C", "C", "C", "C", "H", "H", "H", "H", "H", "H", "H", "H", "H", "H", "H", "H", "H", "H"], "positions_angstrom": [[0.099, 3.408, 0.246], [-0.139, 2.030, -1.348], [0.141, 0.505, -3.380], [0.440, 1.791, -2.545], [1.423, 2.699, -2.693], [-0.365, -1.249, -0.340], [2.023, 2.701, -3.591], [1.449, 3.520, -1.569], [2.130, 4.335, -1.395], [0.436, 3.071, -0.724], [0.197, 0.745, -4.556], [-0.204, -3.316, 0.157], [-0.605, -3.561, 1.153], [0.801, -3.756, 0.078], [-0.837, -3.834, -0.588], [-1.245, -0.084, -2.980], [1.247, -0.524, -2.961], [-1.470, -0.620, -1.705], [1.257, -1.123, -1.706], [-2.350, -0.234, -3.711], [2.352, -0.891, -3.628], [-2.358, 0.109, -4.736], [2.534, -0.494, -4.616], [-3.343, -0.839, -2.936], [3.092, -1.766, -2.839], [-2.806, -1.044, -1.677], [2.403, -1.891, -1.634], [-4.334, -1.093, -3.264], [4.022, -2.245, -3.095], [-3.256, -1.433, -0.770], [2.628, -2.472, -0.753], [-0.934, 1.488, -1.033], [2.667, 0.641, 0.792], [1.399, 0.144, 2.080], [1.886, -1.508, 2.810], [1.360, 1.521, 3.326], [-0.232, -0.013, 1.377], [-1.391, 0.143, 2.177], [-1.416, -0.226, 3.542], [-2.601, -0.117, 4.270], [-3.768, 0.364, 3.661], [-3.744, 0.769, 2.322], [-2.568, 0.650, 1.575], [3.602, 0.865, 1.332], [2.382, 1.549, 0.246], [2.894, -0.133, 0.049], [2.835, -1.377, 3.353], [1.137, -1.879, 3.521], [2.038, -2.277, 2.039], [0.844, 2.393, 2.902], [0.856, 1.235, 4.258], [2.395, 1.811, 3.562], [-0.513, -0.618, 4.021], [-2.607, -0.410, 5.322], [-4.694, 0.425, 4.235], [-4.642, 1.174, 1.851], [-2.546, 0.940, 0.518]], "forces_ev_per_angstrom": [[0.004, -0.035, -0.127], [0.065, 0.261, 0.234], [0.640, -0.294, 0.066], [-0.215, 0.408, 0.237], [-0.624, -0.241, 0.389], [5.385, -0.504, 7.590], [0.015, 0.034, 0.090], [-0.048, -0.001, 0.105], [-0.048, 0.055, 0.031], [0.351, -0.127, -0.804], [-0.046, -0.143, 0.311], [-0.727, -0.999, 0.030], [0.107, -0.035, -0.200], [-0.192, 0.113, 0.033], [0.157, -0.253, 0.196], [-0.355, -0.531, 0.715], [0.171, -0.491, 0.471], [-5.918, 2.531, -6.234], [1.166, -0.216, -1.014], [0.392, 0.028, 0.559], [-0.564, -0.026, 0.538], [-0.101, -0.060, 0.057], [0.032, -0.153, 0.030], [-0.202, -0.110, 0.366], [0.090, -0.103, 0.583], [1.091, 0.583, -1.374], [-0.804, 0.944, -1.359], [-0.110, 0.040, 0.028], [-0.013, 0.029, -0.026], [-0.005, -0.064, -0.064], [0.022, 0.030, -0.068], [0.075, 0.218, -0.024], [0.022, -0.123, -0.340], [-0.065, 0.198, 0.633], [0.223, 0.138, 0.116], [0.069, 0.000, 0.148], [0.444, -0.930, -1.747], [-0.542, -0.021, 0.119], [-0.297, 0.082, -0.338], [0.089, 0.094, -0.301], [0.075, 0.112, -0.183], [-0.011, -0.251, 0.186], [0.306, -0.426, 0.533], [-0.278, -0.114, -0.154], [0.077, -0.136, 0.129], [0.103, 0.245, 0.222], [-0.202, -0.201, -0.137], [0.220, 0.013, -0.188], [-0.001, 0.080, 0.180], [0.098, -0.116, 0.177], [0.156, 0.207, -0.219], [-0.290, -0.016, 0.018], [-0.453, 0.169, -0.204], [-0.060, 0.079, -0.338], [0.302, 0.056, -0.183], [0.237, -0.151, 0.189], [-0.014, 0.125, 0.316]], "homo_lumo_gap_ha": 0.2446, "fmax_ev_per_a": 9.32, "spin_multiplicity": 1, "molar_mass_g_mol": 571.9, "e_above_lowest_ev": 1.614, "charge": 2}

---

| no. | E_LUMO (eV) |
| --- | --- |
| 1 | 1.68 |
| 2 | -7.29 |
| 3 | -4.37 |
| 4 | -6.85 |